No. 1
Entry from OMol25: the ion C2H2NO2S with charge -1 (ωB97M-V/def2-TZVPD).

frontier orbital gap = 7.613 eV
relative energy (zero: lowest compared OMol25 entry of this formula, charge and spin) = 141.17 kcal per mole
LUMO energy = 3.913 eV
total charge = -1

Structure (XYZ):
```
8
Properties=species:S:1:pos:R:3:lowdin_charge:R:1
C 0.42313 -0.37366 -0.52358 -0.81
C 1.21702 0.82025 -0.87173 0.06
N 0.65564 -0.33874 0.87940 -0.22
O -1.66296 -0.66327 1.91217 -0.52
O -1.00378 -0.17681 -0.55254 -0.36
S -0.88116 0.29256 1.11707 0.77
H 0.63776 -1.35660 -0.85266 0.08
H 0.61436 1.79628 -1.10812 0.00
```

***

No. 2
Entry from OMol25: a structure of composition C13H18FeIN2OS (ωB97M-V/def2-TZVPD).

frontier orbital gap (spin up / spin down) = 8.248 / 8.209 eV
<S²> = 6.012
LUMO energy (spin up / spin down) = -3.401 / -3.506 eV
2S+1 = 5
total charge = +1

Structure (XYZ):
```
37
Properties=species:S:1:pos:R:3:lowdin_charge:R:1
Fe 0.69265 1.87780 -0.61981 0.29
N -0.58564 1.03905 -2.37130 0.06
C -1.71298 0.43018 -1.73367 -0.24
C -2.35330 -0.67103 -2.23308 0.00
C -3.45737 -1.22635 -1.55640 -0.05
C -3.93130 -0.65941 -0.40809 -0.01
C -3.28826 0.47421 0.13734 -0.14
C -3.71738 1.13098 1.31236 0.02
C -3.01386 2.20230 1.78962 -0.02
C -1.85099 2.60756 1.11691 -0.09
N -1.42881 2.03198 0.01115 0.03
C -2.14594 0.99457 -0.50937 -0.17
H -0.82378 1.97418 -2.69650 0.10
H -0.28891 0.50309 -3.17668 0.11
H -2.02327 -1.10888 -3.16783 0.12
H -3.94308 -2.09727 -1.97506 0.12
H -4.79427 -1.07343 0.09722 0.12
H -4.60761 0.78269 1.82120 0.13
H -3.32170 2.72675 2.68256 0.12
H -1.25337 3.42936 1.49276 0.13
I 2.11615 3.68196 -1.48985 0.19
C 2.49549 -0.75850 3.15039 -0.13
C 3.06436 -1.32822 1.85989 -0.37
S 3.16199 -0.01145 0.61437 0.99
O 1.70634 0.36919 0.37464 -0.65
C 3.62128 -0.97118 -0.86789 -0.36
C 2.63794 -2.07483 -1.21994 -0.13
H 2.45883 -1.53987 3.90755 0.09
H 1.48348 -0.38887 2.99226 0.07
H 3.11251 0.05538 3.53161 0.08
H 2.44248 -2.12855 1.46594 0.09
H 4.08991 -1.67954 1.98871 0.10
H 4.63716 -1.32941 -0.69508 0.10
H 3.65531 -0.21257 -1.65108 0.09
H 2.78224 -2.96604 -0.61349 0.08
H 2.77120 -2.36432 -2.26166 0.09
H 1.61251 -1.72151 -1.09970 0.07
```

***

No. 3
Entry from OMol25: a cluster of 8 separate species, C47H73F21N3O18P in total (ωB97M-V/def2-TZVPD).

frontier orbital gap = 9.356 eV
relative energy (zero: lowest compared OMol25 entry of this formula, charge and spin) = 0.00 kcal per mole
SMILES = CNC[C@]1(CCC(C)C)C(=O)N[C@](CCO)([PH2]=O)[C@@H]1CCCCNC(C)=O.CCOC(=O)C(F)(F)F.CCOC(=O)C(F)(F)F.CCOC(=O)C(F)(F)F.CCOC(=O)C(F)(F)F.CCOC(=O)C(F)(F)F.CCOC(=O)C(F)(F)F.CCOC(=O)C(F)(F)F
LUMO energy = 0.222 eV

Structure (XYZ):
```
163
Properties=species:S:1:pos:R:3:lowdin_charge:R:1
C 2.49319 1.81228 -3.69693 -0.11
N 1.66681 0.60947 -3.53061 -0.09
C 2.23386 -0.33271 -2.54405 -0.15
C 1.19571 -0.70017 -1.46710 -0.29
C 0.16154 -1.77953 -1.79651 -0.10
C -0.07578 -2.11209 -3.28504 -0.16
C -1.58041 -2.10848 -3.65799 -0.41
C -1.89255 -0.68212 -4.14044 -0.07
C -1.77192 -3.08257 -4.82023 -0.08
C 0.52087 0.64936 -1.11799 -0.37
O -0.57559 1.08178 -1.43404 0.09
N 1.44371 1.36494 -0.30106 0.14
C 2.31954 0.42806 0.40358 -0.48
C 2.20818 0.48160 1.93261 -0.16
C 2.56516 1.82405 2.55432 -0.25
O 1.55877 2.80227 2.30152 -0.06
P 4.12349 0.68864 0.04027 0.77
O 4.36737 2.04682 -0.50965 -0.43
C 1.75728 -0.95706 -0.04680 -0.23
C 2.58909 -2.22622 0.17764 -0.14
C 2.25054 -2.99757 1.45289 -0.17
C 0.80317 -3.51608 1.51408 -0.18
C 0.11111 -3.27866 2.86639 -0.17
N -0.48312 -1.90091 2.77851 0.02
C -1.88144 -1.89906 3.11977 -0.47
C -2.84220 -1.68654 1.98059 0.00
O -2.27777 -2.08753 4.26649 0.08
H 1.91269 2.53840 -4.26532 0.08
H 2.72568 2.27366 -2.74283 0.07
H 3.39073 1.61321 -4.28987 0.07
H 1.63378 0.15339 -4.43097 0.10
H 2.61989 -1.22260 -3.04318 0.13
H 3.09212 0.17566 -2.11405 0.06
H 0.36456 -2.71206 -1.28089 0.10
H -0.78809 -1.42435 -1.39274 0.11
H 0.30342 -3.11634 -3.47240 0.11
H 0.40584 -1.42183 -3.96667 0.09
H -2.18023 -2.37236 -2.78906 0.13
H -2.95145 -0.58895 -4.33782 0.07
H -1.33960 -0.54577 -5.06612 0.08
H -1.54556 0.03041 -3.39688 0.06
H -2.81672 -3.20195 -5.09621 0.08
H -1.40125 -4.06868 -4.53937 0.07
H -1.16922 -2.74089 -5.65863 0.08
H 0.86080 1.79194 0.41912 0.13
H 2.86901 -0.28121 2.34197 0.11
H 1.20121 0.22747 2.26042 0.12
H 3.53362 2.21119 2.23612 0.10
H 2.62549 1.68615 3.63319 0.12
H 1.88324 3.36079 1.59024 0.09
H 4.55580 -0.33623 -0.82789 0.02
H 4.83676 0.53435 1.24582 0.04
H 0.84883 -1.06648 0.55453 0.13
H 3.65290 -1.98524 0.23298 0.09
H 2.48120 -2.87484 -0.68987 0.12
H 2.45888 -2.42016 2.35228 0.10
H 2.90398 -3.86695 1.49928 0.11
H 0.79695 -4.57337 1.30419 0.08
H 0.15986 -3.04198 0.78156 0.09
H -0.71665 -3.97942 2.91854 0.11
H 0.78848 -3.38788 3.70554 0.12
H -0.01566 -1.32979 3.47406 0.11
H -3.63883 -1.00171 2.24983 0.08
H -2.31490 -1.26631 1.12879 0.07
H -3.29028 -2.63181 1.68359 0.09
C -5.60624 -3.00480 4.08710 -0.04
C -6.72168 -2.15753 4.65575 -0.19
O -7.59710 -1.68469 3.60773 0.04
C -8.53340 -2.52681 3.20590 -0.41
O -8.73193 -3.63073 3.61631 0.17
C -9.39925 -1.85527 2.12540 -0.56
F -8.64926 -1.20030 1.23528 0.17
F -10.23503 -0.97568 2.68933 0.17
F -10.12254 -2.75676 1.47407 0.18
H -5.06664 -2.45653 3.31979 0.05
H -4.90568 -3.29068 4.86990 0.09
H -6.00142 -3.91107 3.62597 0.08
H -6.31784 -1.26996 5.12156 0.10
H -7.29368 -2.69687 5.40908 0.13
C -0.19996 -10.37092 4.70239 -0.06
C 0.02237 -10.21213 3.21454 -0.19
O 0.24768 -8.83035 2.86737 0.04
C 1.48198 -8.38418 3.02958 -0.40
O 2.42394 -8.99873 3.42838 0.18
C 1.55900 -6.91689 2.57453 -0.54
F 0.51335 -6.20961 3.03077 0.16
F 1.56531 -6.85772 1.23601 0.16
F 2.66883 -6.33686 3.01613 0.18
H -1.01564 -9.72932 5.03627 0.08
H -0.44666 -11.40528 4.93761 0.08
H 0.69126 -10.09165 5.26365 0.08
H -0.86527 -10.50941 2.66102 0.13
H 0.85202 -10.82393 2.86393 0.13
C -5.14082 3.95317 6.99930 -0.06
C -4.84986 3.25677 8.31043 -0.19
O -5.56781 2.01041 8.40732 0.04
C -5.00871 0.97100 7.80941 -0.40
O -3.98042 0.95739 7.20378 0.18
C -5.87254 -0.28015 8.04244 -0.55
F -7.17105 -0.02147 7.86987 0.17
F -5.70801 -0.73479 9.28783 0.18
F -5.53300 -1.25134 7.19833 0.16
H -6.21466 4.09116 6.87147 0.08
H -4.65505 4.92768 6.97459 0.08
H -4.78027 3.36560 6.15546 0.08
H -5.19669 3.85755 9.14804 0.13
H -3.78337 3.08367 8.44575 0.13
C -7.68591 1.35781 -7.01233 -0.06
C -6.74713 2.52582 -7.21921 -0.19
O -5.39971 2.17880 -6.84870 0.03
C -4.67711 1.53882 -7.74875 -0.41
O -5.00993 1.19422 -8.84278 0.17
C -3.26487 1.34382 -7.17392 -0.55
F -3.30896 0.96621 -5.89562 0.15
F -2.58936 2.50114 -7.23063 0.16
F -2.57637 0.43789 -7.85877 0.18
H -7.62384 0.99878 -5.98485 0.08
H -8.71220 1.65853 -7.21920 0.08
H -7.42943 0.52703 -7.66962 0.08
H -7.02055 3.35484 -6.57028 0.12
H -6.77076 2.88461 -8.24742 0.13
C 6.69212 1.59978 -2.66696 -0.07
C 7.50772 2.81401 -3.04167 -0.18
O 8.86536 2.69327 -2.56323 0.02
C 9.69296 1.99817 -3.32756 -0.40
O 9.43474 1.46703 -4.36444 0.18
C 11.10531 1.99985 -2.71503 -0.55
F 11.08261 1.77705 -1.39457 0.16
F 11.69353 3.18602 -2.91684 0.17
F 11.86211 1.06632 -3.27260 0.18
H 6.73652 1.43599 -1.59147 0.07
H 5.65120 1.74009 -2.95338 0.06
H 7.07338 0.70206 -3.15695 0.08
H 7.10426 3.70051 -2.55715 0.13
H 7.50350 2.99267 -4.11568 0.13
C -2.12640 3.64470 -3.72883 -0.04
C -2.99492 4.28171 -2.66703 -0.18
O -3.72612 5.41570 -3.18993 0.04
C -4.84293 5.13409 -3.83790 -0.40
O -5.29704 4.04772 -4.03641 0.17
C -5.52991 6.43606 -4.28397 -0.55
F -4.65533 7.30115 -4.79961 0.17
F -6.12687 7.02139 -3.24007 0.17
F -6.45626 6.18529 -5.20412 0.17
H -1.45897 4.38629 -4.16990 0.09
H -1.52806 2.84367 -3.29345 0.07
H -2.73276 3.22652 -4.53159 0.06
H -2.38341 4.67976 -1.86063 0.13
H -3.68797 3.56259 -2.23361 0.13
C 11.01865 5.10617 0.47502 -0.05
C 9.85058 4.14738 0.54698 -0.19
O 9.19786 4.22345 1.83163 0.04
C 8.31764 5.19975 1.97861 -0.40
O 8.01130 6.01954 1.16651 0.17
C 7.67834 5.10848 3.37540 -0.56
F 8.59336 4.87398 4.31854 0.17
F 6.78745 4.10821 3.40617 0.16
F 7.04759 6.23441 3.67961 0.18
H 11.71153 4.92430 1.29713 0.09
H 11.54908 4.98295 -0.46860 0.08
H 10.68205 6.13990 0.55197 0.08
H 10.19832 3.12354 0.44885 0.11
H 9.13386 4.32872 -0.25205 0.12
```

***

No. 4
Entry from OMol25: a structure of composition C16H15N2NaO5S2Te (ωB97M-V/def2-TZVPD).

frontier orbital gap = 5.132 eV
relative energy (zero: lowest compared OMol25 entry of this formula, charge and spin) = 0.00 kcal per mole
LUMO energy = 3.531 eV
total charge = -2

Structure (XYZ):
```
42
Properties=species:S:1:pos:R:3:lowdin_charge:R:1
Na 0.93276 3.29828 1.03536 0.38
O -1.95901 5.29333 -1.37528 -0.02
C -0.86721 4.90777 -0.94470 -0.66
O -0.53507 4.70756 0.26104 -0.09
C 0.26883 4.72934 -1.98754 -0.10
C 1.58128 5.35724 -1.48824 -0.26
C 2.50702 5.66149 -2.67319 -0.11
C 2.97628 4.23440 -3.05500 -0.11
C 2.25380 3.38735 -1.99668 -0.26
O 2.26735 4.26279 -0.85242 -0.08
C 0.76025 3.27425 -2.33786 -0.10
C 0.08720 2.08328 -1.62418 -0.59
O -0.86815 1.53136 -2.16115 0.03
O 0.65220 1.71995 -0.52946 -0.12
H -0.07149 5.22115 -2.89849 0.14
H 1.44124 6.16120 -0.77045 0.15
H 3.34714 6.28285 -2.35819 0.10
H 1.98281 6.17317 -3.48052 0.11
H 4.05802 4.13255 -2.95880 0.10
H 2.69358 3.94677 -4.06807 0.11
H 2.72361 2.44459 -1.73368 0.15
H 0.61234 3.09835 -3.40379 0.14
Te -0.58023 -6.59219 1.77850 0.31
C -2.11561 -7.90031 2.37797 -1.16
C -3.28986 -8.22622 1.74818 -0.30
C -4.09320 -9.16389 2.45644 -0.25
C -3.53618 -9.55168 3.63749 -0.49
S -2.02153 -8.76965 3.86673 0.82
H -3.56217 -7.79604 0.79441 0.08
H -5.04966 -9.52799 2.10200 0.08
H -3.93320 -10.24301 4.36452 0.04
S 1.37501 1.24033 2.98217 0.56
C 0.71723 -0.20294 2.37511 -0.84
N 0.22286 -0.24586 1.10741 0.07
C -0.32031 -1.35084 0.57799 -0.05
C -0.39458 -2.49879 1.31414 -0.06
C 0.13801 -2.41451 2.60395 -0.13
N 0.67101 -1.32859 3.12747 0.05
H 0.30325 0.60937 0.45756 0.08
H -0.67216 -1.23389 -0.43995 0.14
H -0.82653 -3.41357 0.93544 0.05
H 0.12311 -3.29876 3.23377 0.09
```

***

No. 5
Entry from OMol25: a cluster of 2 separate species, C3H6N3O2 in total (ωB97M-V/def2-TZVPD).

frontier orbital gap = 6.708 eV
relative energy (zero: lowest compared OMol25 entry of this formula, charge and spin) = 79.68 kcal per mole
LUMO energy = 4.078 eV
total charge = -1

Structure (XYZ):
```
14
Properties=species:S:1:pos:R:3:lowdin_charge:R:1
C -0.25255 -0.34089 -0.89547 -0.65
C 0.02040 1.83024 0.07758 -0.15
C -0.64811 0.53454 0.08604 -0.24
N 0.89267 -0.28400 1.26100 -0.10
N 0.35058 -1.56786 1.56986 -0.16
N 1.67778 -1.34904 1.02053 -0.02
O 0.78726 -0.19230 -1.53010 -0.03
O -1.04870 -1.48161 -1.28270 0.00
H -0.32291 2.28874 -0.86991 0.08
H 1.13880 1.65390 -0.00342 0.08
H -0.14878 2.42327 0.93252 0.04
H -1.51617 0.36461 0.68169 0.09
H -0.61397 -1.97350 -1.91318 0.03
H -0.31631 -1.90611 0.86556 0.03
```

***

No. 6
Entry from OMol25: an isolated molecule of C5H5NO (ωB97M-V/def2-TZVPD).

frontier orbital gap = 9.057 eV
relative energy (zero: lowest compared OMol25 entry of this formula, charge and spin) = 87.33 kcal per mole
SMILES = O=C1C=C[C@H]2N[C@@H]12
LUMO energy = -0.240 eV

Structure (XYZ):
```
12
Properties=species:S:1:pos:R:3:lowdin_charge:R:1
O -2.10087 -0.38424 0.02990 0.11
C -0.99184 0.02319 -0.08630 -0.44
C -0.45639 1.33896 0.07424 0.02
C 0.95285 1.31047 -0.04000 0.04
C 1.31894 -0.07551 -0.32370 -0.30
N 0.88864 -1.06311 0.78738 0.11
C 0.17957 -0.92394 -0.45386 -0.28
H -1.08315 1.98864 0.75318 0.13
H 1.71244 1.99878 0.07840 0.08
H 2.47900 -0.19721 -0.70177 0.19
H 1.69058 -1.81354 0.40916 0.16
H -0.23109 -1.49991 -1.31200 0.17
```

***

Respective maximum force values: 2.72, 1.18, 2.07, 0.23, 4.78, 5.76 eV/A.